1.
Below is C23H43Cl12GaNO5 as an isolated structure, with properties calculated with ωB97M-V/def2-TZVPD.

Summary:
HOMO	-4.429	eV
energy	-238917.253	eV
frontier orbital gap	6.34	eV

Structure (ORCA input):
```
! RIJCOSX wB97M-V def2-TZVPD def2/J DEFGRID3
* xyz -1 1
C 1.06 2.89 -7.51
C 0.79 3.17 -5.96
O -0.19 2.24 -5.46
C 0.39 0.92 -5.48
C -0.56 -0.01 -4.60
O 0.20 -1.18 -4.32
C -0.51 -2.20 -3.59
C -1.99 -1.92 -3.19
O -2.13 -1.01 -2.06
C -3.26 -0.14 -2.39
Ga -3.61 1.02 -0.68
O -5.49 1.20 -0.48
C -2.82 -0.02 0.89
C -1.92 0.92 1.83
C -0.72 0.03 2.41
N 0.41 0.16 1.44
C 1.72 -0.09 2.10
C 2.29 1.31 2.53
C 1.78 2.03 3.71
C 2.27 3.35 4.10
C 3.33 3.98 3.30
C 3.86 3.27 2.15
C 3.36 1.95 1.74
O 3.93 1.40 0.60
H 1.73 2.01 -7.63
H 0.06 2.60 -7.94
H 1.45 3.82 -7.98
H 1.74 3.12 -5.36
H 0.41 4.23 -5.91
H 0.36 0.46 -6.51
H 1.44 0.93 -5.08
H -0.82 0.55 -3.66
H -1.46 -0.18 -5.25
H -0.52 -3.12 -4.25
H 0.06 -2.51 -2.67
H -2.40 -2.91 -2.80
H -2.67 -1.65 -4.04
H -3.00 0.56 -3.25
H -4.18 -0.71 -2.71
H -2.92 2.48 -0.88
H -5.86 1.43 -1.35
H -3.65 -0.41 1.55
H -2.17 -0.89 0.60
H -2.59 1.33 2.63
H -1.42 1.72 1.23
H -1.06 -1.03 2.45
H -0.44 0.35 3.45
H 0.23 -0.59 0.76
H 2.37 -0.56 1.31
H 1.66 -0.83 2.94
H 0.98 1.57 4.34
H 1.83 3.83 5.00
H 3.69 5.00 3.60
H 4.68 3.73 1.55
H 3.95 0.43 0.65
C 2.87 5.85 7.30
Cl 4.30 5.60 6.30
Cl 1.38 5.50 6.41
H 2.92 5.18 8.16
H 2.85 6.88 7.63
C 3.71 -3.70 0.26
Cl 3.74 -1.96 0.55
Cl 3.08 -4.58 1.66
H 3.07 -3.91 -0.60
H 4.72 -4.04 0.06
C 2.75 0.35 -10.18
Cl 2.70 2.10 -9.91
Cl 2.07 -0.53 -8.81
H 2.17 0.12 -11.07
H 3.78 0.04 -10.32
C -2.05 -2.85 4.78
Cl -0.63 -3.12 3.76
Cl -3.55 -3.21 3.91
H -1.98 -3.49 5.65
H -2.06 -1.81 5.08
C -1.77 -6.42 2.73
Cl -1.62 -7.89 1.76
Cl -1.76 -6.77 4.46
H -0.93 -5.76 2.50
H -2.70 -5.92 2.47
C -4.27 -2.76 7.83
Cl -3.99 -3.49 9.42
Cl -2.94 -1.69 7.37
H -4.35 -3.55 7.09
H -5.19 -2.18 7.86
*
```

---

2.
Below is C23H43Cl2F5O2PtSbSeSi4 as an isolated structure, with properties calculated with ωB97M-V/def2-TZVPD.

Summary:
HOMO (alpha / beta)	-4.598 / -4.515	eV
energy	-173920.336	eV
frontier orbital gap (alpha / beta)	5.74 / 5.78	eV

Structure (ORCA input):
```
! RIJCOSX wB97M-V def2-TZVPD def2/J DEFGRID3
* xyz -1 1
Pt -0.68 -0.29 0.68
Cl -3.48 -0.71 0.51
C -3.64 0.98 1.03
Cl -5.31 1.36 1.45
C -3.06 1.90 -0.10
O -3.74 2.85 -0.48
O -1.90 1.54 -0.46
H -3.04 1.10 1.93
C 3.15 2.67 2.13
C 1.83 3.40 2.40
Sb 0.17 2.59 1.22
C -1.34 3.58 2.42
C -1.03 5.05 2.71
C 0.10 4.02 -0.41
C 1.34 4.90 -0.58
H 3.94 3.03 2.79
H 3.48 2.81 1.10
H 3.04 1.59 2.30
H 1.94 4.46 2.20
H 1.54 3.27 3.44
H -1.44 3.02 3.35
H -2.28 3.49 1.87
H -0.12 5.15 3.31
H -1.85 5.51 3.25
H -0.88 5.61 1.78
H -0.79 4.62 -0.24
H -0.08 3.43 -1.30
H 1.49 5.54 0.29
H 1.23 5.55 -1.45
H 2.24 4.30 -0.72
F -2.85 -5.13 6.07
C -2.23 -4.17 5.37
C -2.43 -4.05 4.01
F -3.23 -4.92 3.38
C -1.79 -3.05 3.30
F -2.01 -2.99 1.98
C -0.92 -2.14 3.90
Se 0.02 -0.77 2.99
C -0.74 -2.30 5.27
F 0.10 -1.48 5.92
C -1.38 -3.29 6.00
F -1.15 -3.41 7.32
C 0.69 1.95 -3.68
Si 1.45 0.52 -2.70
C 2.37 -0.49 -4.02
C 2.76 1.25 -1.54
Si -0.10 -0.79 -1.48
Si 1.55 -2.52 -0.48
C 2.69 -1.82 0.86
C 0.49 -3.99 0.10
C 2.72 -3.25 -1.79
Si -1.42 -1.96 -3.05
C -2.84 -2.97 -2.33
C -2.17 -0.76 -4.30
C -0.36 -3.17 -4.04
H 1.44 2.68 -4.00
H -0.06 2.48 -3.10
H 0.19 1.57 -4.58
H 3.24 0.06 -4.40
H 1.71 -0.69 -4.87
H 2.72 -1.44 -3.64
H 3.45 1.92 -2.05
H 3.35 0.46 -1.06
H 2.27 1.81 -0.74
H 2.43 -0.78 1.07
H 3.73 -1.85 0.54
H 2.59 -2.37 1.79
H -0.54 -3.68 0.26
H 0.86 -4.41 1.03
H 0.49 -4.78 -0.66
H 3.53 -2.56 -2.03
H 2.19 -3.50 -2.71
H 3.17 -4.18 -1.41
H -3.43 -2.38 -1.62
H -2.48 -3.85 -1.79
H -3.52 -3.32 -3.11
H -2.82 -0.03 -3.80
H -2.78 -1.28 -5.05
H -1.39 -0.21 -4.83
H 0.08 -3.93 -3.39
H 0.47 -2.65 -4.53
H -0.94 -3.67 -4.81
*
```

---

3.
Below is C23H43CsO6SSi2 as an isolated structure, with properties calculated with ωB97M-V/def2-TZVPD.

Summary:
HOMO	-2.156	eV
energy	-63982.206	eV
frontier orbital gap	6.20	eV

Structure (ORCA input):
```
! RIJCOSX wB97M-V def2-TZVPD def2/J DEFGRID3
* xyz -2 1
Cs 1.90 -0.98 -0.04
C -2.77 2.80 -0.28
C -1.41 2.09 -0.29
C -0.77 2.17 -1.69
C -0.48 2.76 0.72
O -1.53 0.73 0.10
Si -2.65 -0.44 -0.21
S -1.84 -2.28 0.16
O -4.07 -0.07 0.62
C -4.37 -0.26 2.00
C -3.16 0.02 2.90
C -4.88 -1.68 2.26
C -5.48 0.75 2.31
O -3.12 -0.12 -1.78
C -4.16 -0.66 -2.58
C -5.31 0.35 -2.59
C -3.58 -0.81 -3.99
C -4.68 -2.02 -2.11
H -2.68 3.84 -0.60
H -3.19 2.77 0.72
H -3.47 2.28 -0.95
H -0.84 3.18 -2.10
H -1.28 1.47 -2.35
H 0.29 1.89 -1.61
H -0.40 3.83 0.52
H 0.52 2.32 0.66
H -0.88 2.61 1.73
H -2.42 -0.77 2.77
H -3.47 0.06 3.95
H -2.69 0.97 2.62
H -4.16 -2.38 1.84
H -5.85 -1.83 1.78
H -4.97 -1.86 3.33
H -5.10 1.77 2.16
H -5.81 0.64 3.34
H -6.32 0.59 1.64
H -4.98 1.29 -3.04
H -5.62 0.54 -1.56
H -6.16 -0.04 -3.16
H -3.17 0.14 -4.33
H -4.35 -1.14 -4.69
H -2.77 -1.55 -3.97
H -5.18 -1.91 -1.15
H -3.85 -2.71 -1.97
H -5.38 -2.42 -2.84
C 6.74 -1.39 0.07
C 5.34 -2.01 0.13
O 4.39 -1.25 0.30
C 5.23 -3.45 0.03
C 6.36 -4.28 0.08
C 6.27 -5.65 0.08
C 5.00 -6.25 0.05
C 3.87 -5.49 -0.04
C 3.91 -4.05 -0.09
O 2.85 -3.38 -0.23
H 6.62 -0.31 0.06
H 7.27 -1.71 -0.83
H 7.32 -1.68 0.94
H 7.34 -3.83 0.14
H 7.17 -6.26 0.13
H 4.92 -7.34 0.08
H 2.88 -5.94 -0.07
C 2.61 4.78 0.69
Si 3.36 3.03 0.47
C 3.94 2.51 2.23
C 5.05 3.34 -0.40
O 2.42 2.01 -0.24
H 3.34 5.54 0.98
H 1.82 4.77 1.44
H 2.16 5.09 -0.26
H 4.64 3.22 2.69
H 4.45 1.54 2.15
H 3.09 2.38 2.90
H 5.70 4.03 0.15
H 4.91 3.74 -1.41
H 5.58 2.38 -0.49
*
```